This record from OMol25 describes C2H3NOPS as an isolated structure in a non-equilibrium geometry. The level of theory is ωB97M-V with the def2-TZVPD basis set.

The geometry in XYZ format:
```
9
Properties=species:S:1:pos:R:3
C 0.085 0.279 0.003
C 1.508 -0.285 -0.009
N -0.564 1.237 -0.265
O -1.452 2.017 -0.433
P -1.565 -1.447 0.624
S -3.235 -0.765 0.206
H 1.269 -1.362 0.140
H 2.099 0.237 0.764
H 1.854 0.087 -1.031
```

Energy relative to the best compared isomer or geometry (same formula, charge and spin) in kJ/mol: 168.0
HOMO energy (spin up / spin down) in eV: -15.01 / -15.01
Maximum force in eV Å⁻¹: 2.3
Total charge: +1
E_LUMO (spin up / spin down) in Eh: -0.260 / -0.260
Gap between HOMO and LUMO (spin up / spin down) in eV: 7.95 / 7.95
2S+1: 1
Energy in eV: -25773.0465



This record from OMol25 describes one molecule with the formula CH6NPS in a non-equilibrium geometry. The level of theory is ωB97M-V with the def2-TZVPD basis set.

The geometry in XYZ format:
```
10
Properties=species:S:1:pos:R:3
C -1.633 -0.768 -0.313
N 1.025 0.555 -1.012
P 0.424 0.057 2.121
S 0.064 -0.402 0.095
H -2.219 -0.050 0.168
H -1.718 -1.113 -1.329
H 0.716 1.503 -0.580
H 1.958 0.420 -0.741
H 0.501 1.320 1.601
H 0.883 -1.522 -0.010
```

Structure (SMILES): C=[S@@H](N)=P
Energy relative to the best compared isomer or geometry (same formula, charge and spin) in kJ/mol: 558.6
HOMO energy in eV: -7.66
Maximum force in eV Å⁻¹: 4.7
E_LUMO in Eh: 0.008
Gap between HOMO and LUMO in eV: 7.89
2S+1: 1
Energy in eV: -22742.9892



This record from OMol25 describes C70H56FeN2OP3S2Si as an isolated structure in a non-equilibrium geometry. The level of theory is ωB97M-V with the def2-TZVPD basis set.

The geometry in XYZ format:
```
136
Properties=species:S:1:pos:R:3
Fe 0.046 -0.139 0.091
C 1.258 -6.221 -2.472
C 2.042 -5.662 -1.474
C 1.588 -4.569 -0.755
C 0.337 -4.012 -1.023
C -0.417 -4.550 -2.064
C 0.030 -5.654 -2.772
P -0.264 -2.546 -0.066
C 0.389 -3.215 1.529
C 1.601 -2.659 1.932
C 2.294 -3.166 3.023
C 1.781 -4.247 3.721
C 0.575 -4.809 3.327
C -0.119 -4.298 2.240
C -2.081 -2.860 -0.160
C -2.629 -4.145 -0.069
C -3.990 -4.350 -0.210
C -4.827 -3.280 -0.503
C -4.292 -2.008 -0.626
C -2.929 -1.774 -0.439
Si -2.187 -0.031 -0.289
C -3.073 0.634 1.272
C -4.408 1.039 1.330
C -4.948 1.534 2.506
C -4.162 1.605 3.654
C -2.847 1.177 3.622
C -2.294 0.724 2.422
P -0.645 -0.061 2.317
C -1.149 -1.367 3.527
C -2.292 -2.099 3.178
C -2.849 -3.015 4.049
C -2.278 -3.230 5.296
C -1.140 -2.524 5.648
C -0.582 -1.599 4.777
C 0.400 1.015 3.362
C 1.601 0.513 3.865
C 2.435 1.309 4.634
C 2.099 2.631 4.886
C 0.934 3.156 4.345
C 0.095 2.359 3.582
C -2.634 1.344 -1.539
C -3.613 1.394 -2.524
C -3.622 2.416 -3.462
C -2.640 3.399 -3.439
C -1.664 3.381 -2.456
C -1.659 2.361 -1.512
P -0.502 2.274 -0.092
C -1.068 3.882 0.652
C -0.402 5.094 0.456
C -0.897 6.271 0.997
C -2.062 6.271 1.748
C -2.741 5.076 1.940
C -2.251 3.901 1.395
C 1.149 2.821 -0.665
C 2.037 3.280 0.307
C 3.320 3.668 -0.038
C 3.743 3.574 -1.357
C 2.878 3.077 -2.320
C 1.584 2.706 -1.982
H 1.611 -7.083 -3.024
H 3.016 -6.082 -1.253
H 2.213 -4.152 0.023
H -1.370 -4.111 -2.323
H -0.579 -6.060 -3.570
H 2.004 -1.827 1.365
H 3.238 -2.721 3.316
H 2.315 -4.645 4.576
H 0.176 -5.662 3.862
H -1.065 -4.740 1.966
H -1.983 -4.994 0.103
H -4.401 -5.347 -0.105
H -5.889 -3.441 -0.642
H -4.940 -1.172 -0.866
H -5.019 0.984 0.435
H -5.980 1.863 2.539
H -4.586 1.981 4.578
H -2.244 1.193 4.522
H -2.757 -1.926 2.216
H -3.734 -3.567 3.751
H -2.720 -3.937 5.987
H -0.679 -2.691 6.615
H 0.290 -1.045 5.090
H 1.889 -0.502 3.625
H 3.363 0.903 5.016
H 2.751 3.255 5.483
H 0.673 4.194 4.516
H -0.802 2.784 3.153
H -4.368 0.616 -2.573
H -4.392 2.442 -4.224
H -2.636 4.177 -4.193
H -0.891 4.142 -2.433
H 0.503 5.127 -0.133
H -0.368 7.200 0.821
H -2.443 7.193 2.170
H -3.660 5.058 2.513
H -2.801 2.983 1.539
H 1.711 3.329 1.341
H 4.004 4.019 0.724
H 4.744 3.882 -1.630
H 3.217 2.966 -3.344
H 0.914 2.310 -2.732
C 4.174 -1.140 -3.127
C 3.413 -1.058 -1.824
N 2.187 -1.422 -1.769
N 1.594 -1.912 -2.867
C 0.432 -1.432 -3.122
S -0.272 -0.039 -2.360
S -0.403 -2.068 -4.554
C 0.583 -1.186 -5.843
C 0.324 0.286 -5.858
C -0.752 0.811 -6.569
C -0.976 2.177 -6.601
C -0.130 3.036 -5.914
C 0.927 2.522 -5.179
C 1.149 1.153 -5.148
C 4.031 -0.456 -0.645
C 5.424 -0.339 -0.576
C 6.079 0.261 0.480
C 5.327 0.812 1.510
C 3.952 0.760 1.468
C 3.236 0.128 0.420
O 1.948 0.142 0.442
H 3.688 -1.879 -3.762
H 5.213 -1.430 -2.982
H 4.159 -0.174 -3.638
H 0.281 -1.660 -6.777
H 1.626 -1.412 -5.626
H -1.414 0.135 -7.097
H -1.810 2.576 -7.165
H -0.294 4.106 -5.951
H 1.580 3.191 -4.632
H 1.969 0.744 -4.567
H 6.022 -0.759 -1.375
H 7.161 0.310 0.495
H 5.819 1.296 2.348
H 3.370 1.232 2.242
```

HOMO energy (spin up / spin down) in eV: -3.86 / -3.99
Maximum force in eV Å⁻¹: 1.8
Total charge: -1
E_LUMO (spin up / spin down) in Eh: 0.090 / 0.090
Gap between HOMO and LUMO (spin up / spin down) in eV: 6.30 / 6.43
2S+1: 1
Energy in eV: -170331.4736



This record from OMol25 describes C4H6O2 as an isolated structure. The level of theory is ωB97M-V with the def2-TZVPD basis set.

The geometry in XYZ format:
```
12
Properties=species:S:1:pos:R:3
C -1.031 -0.694 -0.105
C 0.410 0.120 -0.496
C 0.691 1.514 -0.075
O 1.592 2.142 -0.575
C 0.283 -0.926 0.760
O 0.333 -0.516 1.934
H -1.326 -1.459 -0.816
H -1.780 -0.223 0.523
H -0.848 0.247 -0.888
H 0.854 -0.245 -1.416
H 0.074 1.902 0.755
H 0.759 -1.861 0.414
```

Energy relative to the best compared isomer or geometry (same formula, charge and spin) in kJ/mol: 485.6
HOMO energy in eV: -8.53
Maximum force in eV Å⁻¹: 0.5
E_LUMO in Eh: 0.011
Gap between HOMO and LUMO in eV: 8.82
2S+1: 1
Energy in eV: -8335.4286